1.
This record from the Open Molecules 2025 dataset describes C9H23ClIMnOP2 as an isolated structure. The level of theory is ωB97M-V/def2-TZVPD.

Results
LUMO level (alpha / beta) = -9.4 / -9.3 eV
Expectation value of S² = 6.160
HOMO (alpha / beta) = -16.364 / -16.450 eV
Frontier orbital gap (alpha / beta) = 6.95 / 7.19 eV

Structure (ORCA input):
```
! RIJCOSX wB97M-V def2-TZVPD def2/J DEFGRID3
* xyz 2 5
I -0.55847 -0.22169 -3.13606
Mn -0.46136 0.01416 0.09415
Cl -1.98341 -0.91084 2.65298
P 0.15697 -2.10178 0.13872
P 0.13990 2.12329 -0.14198
O -3.30584 -0.11354 -0.79644
C -0.74831 0.20708 1.95753
C 1.28179 -2.66802 -1.16237
C 1.26072 2.52446 -1.50573
C 0.89508 3.00613 1.27015
C -1.30886 -3.15086 -0.06224
C -0.14119 -0.04071 -5.27745
C 0.91400 -2.74216 1.67154
C -2.17515 -0.00281 -0.49817
C -1.35000 3.10979 -0.49917
H 1.88284 -2.25032 1.81398
H 1.39105 -3.75564 -1.10364
H 0.22237 -0.04131 2.40704
H 0.87214 2.06462 -2.42886
H 0.26344 2.88738 2.16128
H -2.03735 -2.88964 0.71295
H 1.88075 2.56425 1.46848
H -1.09401 1.22160 2.18568
H 0.26849 -2.51482 2.52921
H -2.09107 2.96708 0.30388
H -0.50871 -0.97583 -5.72854
H 2.23958 2.08141 -1.26968
H 1.35577 3.61532 -1.61855
H 0.92241 0.09551 -5.43544
H -1.75764 -2.97480 -1.04565
H -1.07690 4.17463 -0.56548
H -1.79187 2.77183 -1.44935
H 2.25082 -2.17984 -1.00913
H 1.01099 4.07370 1.03576
H -0.72912 0.81656 -5.60335
H 1.06597 -3.82870 1.60117
H 0.88442 -2.36604 -2.14209
H -1.02646 -4.20546 0.03287
*
```

From a natural (NBO) analysis of the wavefunction, the atomic charges in e read: number 1, I, carries 0.044; number 2, Mn, carries 0.818; number 3, Cl, carries 0.053; number 4, P, carries 0.879; number 5, P, carries 0.886; number 6, O, carries -0.307; number 7, C, carries -0.615; number 8, C, carries -0.931; number 9, C, carries -0.932; number 10, C, carries -0.919; number 11, C, carries -0.941; number 12, C, carries -0.602; number 13, C, carries -0.925; number 14, C, carries 0.410; number 15, C, carries -0.938; number 16, H, carries 0.258; number 17, H, carries 0.275; number 18, H, carries 0.246; number 19, H, carries 0.258; number 20, H, carries 0.252; number 21, H, carries 0.264; number 22, H, carries 0.263; number 23, H, carries 0.241; number 24, H, carries 0.263; number 25, H, carries 0.255; number 26, H, carries 0.257; number 27, H, carries 0.263; number 28, H, carries 0.276; number 29, H, carries 0.247; number 30, H, carries 0.256; number 31, H, carries 0.282; number 32, H, carries 0.259; number 33, H, carries 0.260; number 34, H, carries 0.277; number 35, H, carries 0.249; number 36, H, carries 0.278; number 37, H, carries 0.261; number 38, H, carries 0.279

2.
This record from the Open Molecules 2025 dataset describes C21H35FP2Sn as an isolated structure. The level of theory is ωB97M-V/def2-TZVPD.

Results
LUMO level (alpha / beta) = -8.5 / -9.3 eV
HOMO (alpha / beta) = -13.948 / -14.162 eV
Frontier orbital gap (alpha / beta) = 5.46 / 4.89 eV

Structure (ORCA input):
```
! RIJCOSX wB97M-V def2-TZVPD def2/J DEFGRID3
* xyz 2 1
Sn 3.23558 3.34727 1.08314
P -3.06045 -0.82116 -0.98802
P -0.86204 -1.81266 -3.08877
F 3.03985 3.18128 7.30903
C 4.94836 2.00312 0.92530
C -0.59405 1.56270 -0.60527
C 1.20724 -1.71023 0.57849
C 3.14197 1.65031 3.99785
C 2.75760 2.75476 3.22706
C -0.96042 -0.79366 -4.58940
C 2.27007 3.90915 3.83110
C 1.95057 -0.82684 -0.36931
C 2.83113 2.99187 5.96786
C -0.49791 0.04508 1.47896
C 3.17112 1.76312 5.40345
C -0.63469 1.23201 0.86528
C -2.54861 -2.57771 -3.13679
C 0.03836 0.47129 -1.48528
C -4.52688 0.26765 -0.85007
C -3.61254 -1.65516 -2.57280
C -3.52091 -2.19473 0.13525
C -0.26921 -1.30646 0.87253
C 1.47410 0.15376 -1.15256
C 0.09349 -3.27401 -3.58131
C 2.32022 4.04793 5.22332
H -4.50746 -2.22368 -2.30760
H -0.46958 0.04289 2.57777
H 1.23032 -2.73015 0.16854
H 1.85962 4.72144 3.23169
H 3.46230 0.92147 6.04146
H -3.50881 -1.84779 1.17517
H 1.15877 -3.00296 -3.65655
H -0.57694 -0.43849 -1.37930
H -0.70712 -2.05670 1.55191
H -0.84389 -1.41907 -0.05530
H -0.05321 -4.05962 -2.82023
H -4.53428 0.96238 -1.70631
H 4.82350 1.30924 1.77323
H -5.42461 -0.36985 -0.87597
H 5.87792 2.58593 1.02980
H 0.03821 -0.42357 -4.85079
H -2.47605 -3.53454 -2.60073
H 3.03703 -0.97538 -0.37611
H -0.65905 2.13248 1.49269
H -0.30917 -3.59694 -4.55455
H 2.16895 0.94009 -1.50958
H 1.97663 4.96494 5.70106
H -2.82278 -3.03384 0.02022
H -4.53132 -2.52462 -0.13306
H -1.64251 0.05195 -4.43510
H -1.59999 1.81649 -0.98277
H 0.02049 2.46650 -0.75553
H -3.90382 -0.85420 -3.26667
H 1.72860 -1.77415 1.54463
H -4.47921 0.83124 0.09463
H -1.34476 -1.44355 -5.38273
H -0.01873 0.77245 -2.54514
H -2.72727 -2.77736 -4.19530
H 3.41602 0.69392 3.54081
H 4.95027 1.46433 -0.03334
*
```

From a natural (NBO) analysis of the wavefunction, the atomic charges in e read: number 1, Sn, carries 1.512; number 2, P, carries 0.890; number 3, P, carries 1.325; number 4, F, carries -0.294; number 5, C, carries -1.094; number 6, C, carries -0.442; number 7, C, carries -0.448; number 8, C, carries -0.230; number 9, C, carries -0.374; number 10, C, carries -0.985; number 11, C, carries -0.238; number 12, C, carries -0.166; number 13, C, carries 0.450; number 14, C, carries -0.194; number 15, C, carries -0.249; number 16, C, carries -0.187; number 17, C, carries -0.731; number 18, C, carries -0.511; number 19, C, carries -0.938; number 20, C, carries -0.718; number 21, C, carries -0.946; number 22, C, carries -0.455; number 23, C, carries -0.224; number 24, C, carries -0.976; number 25, C, carries -0.263; number 26, H, carries 0.251; number 27, H, carries 0.220; number 28, H, carries 0.229; number 29, H, carries 0.226; number 30, H, carries 0.267; number 31, H, carries 0.255; number 32, H, carries 0.268; number 33, H, carries 0.242; number 34, H, carries 0.234; number 35, H, carries 0.199; number 36, H, carries 0.267; number 37, H, carries 0.246; number 38, H, carries 0.251; number 39, H, carries 0.244; number 40, H, carries 0.268; number 41, H, carries 0.266; number 42, H, carries 0.251; number 43, H, carries 0.215; number 44, H, carries 0.211; number 45, H, carries 0.272; number 46, H, carries 0.194; number 47, H, carries 0.266; number 48, H, carries 0.237; number 49, H, carries 0.240; number 50, H, carries 0.266; number 51, H, carries 0.235; number 52, H, carries 0.209; number 53, H, carries 0.239; number 54, H, carries 0.232; number 55, H, carries 0.254; number 56, H, carries 0.267; number 57, H, carries 0.215; number 58, H, carries 0.260; number 59, H, carries 0.238; number 60, H, carries 0.254

3.
This record from the Open Molecules 2025 dataset describes C20H22F5NO5PRuSe as an isolated structure. The level of theory is ωB97M-V/def2-TZVPD.

Results
LUMO level (alpha / beta) = -3.8 / -6.0 eV
Expectation value of S² = 6.031
HOMO (alpha / beta) = -11.834 / -12.576 eV
Frontier orbital gap (alpha / beta) = 8.02 / 6.53 eV

Structure (ORCA input):
```
! RIJCOSX wB97M-V def2-TZVPD def2/J DEFGRID3
* xyz 1 5
Ru -0.65652 -0.49868 -0.67926
Se 1.80134 -1.72477 0.06963
P -2.08343 -2.07107 0.20530
F 4.44282 -0.69557 1.05418
F 6.33373 0.72845 -0.21683
F 6.00652 1.37133 -2.82418
F 3.78763 0.61156 -4.16286
F 1.88808 -0.81233 -2.90754
O -1.12415 0.47737 1.06975
O 2.04022 3.73331 6.70122
O 0.89239 1.05882 0.45756
O -0.91867 -1.12155 -2.40202
O 0.06969 3.11677 7.32998
N 0.95919 3.21949 6.51307
C 3.09913 -0.78342 -0.88374
C -1.47604 -2.59824 1.81936
C -1.59764 -0.93513 -4.67921
C -2.90526 0.18862 -2.85676
C 4.26568 -0.39023 -0.22294
C -0.77856 1.62232 3.63082
C 0.71510 2.63222 5.16846
C -2.22119 -3.54147 -0.82331
C 3.93157 0.29303 -2.88427
C 0.01491 1.04745 1.34146
C -3.74135 -1.41889 0.46933
C -0.60792 1.02613 -3.47261
C 0.24960 1.59817 2.69251
C 5.24596 0.34445 -0.86258
C -0.54759 2.14463 4.89177
C -1.52177 -0.18855 -3.36059
C 2.95880 -0.42974 -2.22475
C 1.75733 2.61869 4.26077
C 1.51434 2.09160 3.00427
C 5.07663 0.68327 -2.19904
H -2.18222 -3.30566 2.25785
H -1.31804 2.18728 5.64597
H -0.50875 -3.09058 1.71939
H -3.53142 -0.69800 -2.75130
H 2.71933 3.02141 4.53710
H 2.29506 2.06648 2.25781
H -3.39196 0.86525 -3.55969
H -1.97903 -0.27044 -5.45532
H -2.40335 -3.24473 -1.85445
H -0.34513 1.45020 -2.49108
H -1.28972 -4.10547 -0.78380
H -3.67213 -0.44906 0.96033
H -0.60987 -1.28066 -4.97940
H -1.10402 1.82639 -4.02294
H -2.86774 0.70907 -1.89128
H -3.03581 -4.17087 -0.46245
H -2.26301 -1.79510 -4.60901
H 0.31868 0.77445 -3.98355
H -1.37690 -1.73312 2.47363
H -1.75722 1.24835 3.36471
H -4.31624 -2.10193 1.09653
H -4.25108 -1.30133 -0.48601
*
```

From a natural (NBO) analysis of the wavefunction, the atomic charges in e read: number 1, Ru, carries 1.023; number 2, Se, carries 0.328; number 3, P, carries 1.223; number 4, F, carries -0.276; number 5, F, carries -0.262; number 6, F, carries -0.253; number 7, F, carries -0.275; number 8, F, carries -0.287; number 9, O, carries -0.741; number 10, O, carries -0.351; number 11, O, carries -0.686; number 12, O, carries -0.636; number 13, O, carries -0.355; number 14, N, carries 0.526; number 15, C, carries -0.395; number 16, C, carries -0.968; number 17, C, carries -0.621; number 18, C, carries -0.636; number 19, C, carries 0.372; number 20, C, carries -0.100; number 21, C, carries 0.067; number 22, C, carries -0.965; number 23, C, carries 0.302; number 24, C, carries 0.790; number 25, C, carries -0.973; number 26, C, carries -0.635; number 27, C, carries -0.195; number 28, C, carries 0.266; number 29, C, carries -0.218; number 30, C, carries 0.231; number 31, C, carries 0.344; number 32, C, carries -0.197; number 33, C, carries -0.139; number 34, C, carries 0.331; number 35, H, carries 0.261; number 36, H, carries 0.263; number 37, H, carries 0.256; number 38, H, carries 0.213; number 39, H, carries 0.265; number 40, H, carries 0.241; number 41, H, carries 0.242; number 42, H, carries 0.227; number 43, H, carries 0.273; number 44, H, carries 0.192; number 45, H, carries 0.263; number 46, H, carries 0.273; number 47, H, carries 0.229; number 48, H, carries 0.237; number 49, H, carries 0.202; number 50, H, carries 0.257; number 51, H, carries 0.217; number 52, H, carries 0.234; number 53, H, carries 0.272; number 54, H, carries 0.225; number 55, H, carries 0.258; number 56, H, carries 0.262

Number 1: electronic energy -3022.87946 hartree. Number 2: electronic energy -1817.27502 hartree. Number 3: electronic energy -4542.90655 hartree.